(1)
{"formula": "CH2O2", "method": "the ωB97M-V functional and the def2-TZVPD basis", "species": ["O", "C", "O", "H", "H"], "xyz": [[1.11763, -1.03351, -0.39946], [0.40784, -0.13095, -0.09455], [-0.94808, -0.22865, -0.11735], [0.72944, 0.85153, 0.27188], [-1.30684, 0.54159, 0.33949]], "homo_lumo_gap_ev": 11.607, "smiles": "O=CO", "energy_ha": -189.78251, "e_homo_ev": -11.0, "e_above_lowest_kj_mol": 16.32}

***

(2)
{"formula": "C5H6N", "method": "the ωB97M-V functional and the def2-TZVPD basis", "species": ["C", "C", "C", "C", "C", "N", "H", "H", "H", "H", "H", "H"], "xyz": [[-0.17223, 2.48322, -0.45461], [-1.11865, 1.74879, -0.21783], [-1.16499, 0.38280, 0.25167], [0.14871, 1.06704, 0.52414], [0.59123, -1.38588, -0.14279], [0.04453, -0.02816, -0.42458], [-1.59147, -0.36155, 0.91759], [0.84565, 1.00478, 1.25310], [0.56208, -1.63738, 0.89560], [-0.00101, -2.12707, -0.62056], [1.71143, -1.46137, -0.56630], [0.14472, 0.31479, -1.41542]], "homo_lumo_gap_ev": 10.692, "total_charge": 1, "energy_ha": -248.32249, "e_homo_ev": -15.2, "e_above_lowest_kj_mol": 769.81}

***

(3)
{"formula": "C4H5NO2", "method": "the ωB97M-V functional and the def2-TZVPD basis", "species": ["N", "C", "C", "C", "O", "C", "O", "H", "H", "H", "H", "H"], "xyz": [[-2.12831, -0.47947, -0.23972], [-1.03959, 0.30747, 0.04045], [0.22696, -0.42864, 0.17224], [1.45707, 0.18007, 0.15091], [2.60985, -0.51218, 0.01813], [1.55559, 1.50903, 0.61624], [-1.15679, 1.52111, 0.17773], [-2.97691, 0.01728, -0.46627], [-2.01518, -1.39770, -0.63855], [0.17850, -1.50332, 0.35082], [2.39556, -1.41312, -0.26415], [0.89326, 2.19948, 0.08218]], "homo_lumo_gap_ev": [7.789, 7.886], "energy_ha": -360.51902, "e_homo_ev": [-9.0, -8.7], "e_above_lowest_kj_mol": 394.87}

***

What is the formula in the third record? C4H5NO2